# C3H12N4

A 2-piece molecular cluster, C3H12N4 overall (ωB97M-V with the def2-TZVPD basis set, the Open Molecules 2025 dataset).

Calculated values
**Frontier orbital gap**: 9.609 eV
**E_tot**: -9265.2163 eV
**Energy above the lowest of the compared OMol25 structures with the same formula, charge and spin**: 1.088 eV
**Spin multiplicity**: 1

The geometry in XYZ format:
```
19
C3H12N4 (ωB97M-V with the def2-TZVPD basis set)
C -1.216 1.853 0.934
N -1.165 1.432 -0.457
N 0.110 1.610 -1.061
H -1.373 0.436 -0.509
H 0.220 2.604 -1.254
H 0.862 1.337 -0.420
H -2.209 1.635 1.324
H -1.051 2.931 0.980
H -0.464 1.351 1.561
C 1.152 -1.682 -1.094
C 0.634 -1.358 0.285
N -0.687 -1.650 0.478
N 1.263 -0.777 1.221
H -1.017 -1.567 1.426
H -1.109 -2.367 -0.087
H 2.221 -0.531 0.993
H 0.753 -0.951 -1.797
H 0.838 -2.676 -1.405
H 2.238 -1.629 -1.118
```